Below is C19H31BIrN6O3S as an isolated structure, with properties calculated with the ωB97M-V functional and the def2-TZVPD basis.

Its gap between HOMO and LUMO (alpha / beta) is 6.172 / 6.283 eV. As for the charge: +2. Its spin multiplicity is 2.

```
62
Properties=species:S:1:pos:R:3:mulliken_spin:R:1
Ir 0.12 -0.19 0.24 0.6967
S 0.40 -3.00 1.29 0.0058
O -0.94 -3.75 1.62 0.0000
O 0.58 -1.87 2.19 0.0057
O 0.42 -2.56 -0.10 0.0068
N 0.72 1.98 2.05 -0.0153
N -1.72 1.26 2.12 -0.0378
N -0.42 1.50 -0.62 0.0741
N -1.87 0.24 1.35 0.1033
N -0.77 2.54 0.18 -0.0183
N 1.31 1.03 1.29 0.0788
C -2.96 -0.48 1.83 0.0232
C -3.22 -1.71 -0.34 -0.0073
C -0.48 1.89 -1.90 -0.0123
C 3.64 0.14 0.87 -0.0329
C -1.40 0.71 -3.89 0.0009
C -4.80 -2.13 1.60 -0.0027
C 1.65 2.51 2.87 0.0000
C 0.99 1.53 -3.87 0.0006
C 1.53 -4.31 1.56 -0.0003
C 2.85 1.90 2.62 0.0028
C 3.96 -1.15 1.63 0.0025
C 3.26 -0.12 -0.58 0.0952
C 2.61 0.97 1.60 0.0313
C -2.61 1.24 3.18 -0.0012
C -0.15 0.97 -3.03 0.0120
C -1.07 3.59 -0.61 0.0008
C -3.39 0.14 3.05 0.0158
C -3.59 -1.45 1.08 -0.0067
C -0.90 3.22 -1.92 0.0002
B -0.69 2.42 1.71 0.0037
H -4.22 -0.14 3.68 0.0004
H -1.05 3.84 -2.79 0.0002
H 0.17 0.02 -2.59 -0.0046
H -2.21 0.27 -3.30 0.0000
H 1.90 1.65 -3.28 0.0003
H -3.36 -2.75 -0.61 0.0005
H 4.73 -1.71 1.10 -0.0005
H 4.54 0.75 0.87 -0.0001
H 3.07 -1.76 1.72 -0.0024
H -2.22 -1.37 -0.61 0.0092
H -3.94 -1.13 -0.93 0.0000
H 3.12 0.80 -1.14 -0.0063
H -2.62 2.04 3.90 0.0001
H 1.39 3.31 3.54 -0.0004
H 2.33 -0.72 -0.67 -0.0246
H -1.77 1.64 -4.32 -0.0001
H 0.73 2.51 -4.29 -0.0001
H -4.97 -3.09 1.11 0.0000
H 4.32 -0.93 2.64 0.0000
H -1.16 0.03 -4.70 -0.0001
H -1.01 3.42 2.26 -0.0004
H -1.37 4.53 -0.17 -0.0002
H 3.80 2.11 3.08 0.0000
H -1.69 -3.13 1.67 0.0001
H 1.03 -5.09 2.13 0.0001
H -5.66 -1.49 1.35 0.0002
H 4.04 -0.71 -1.07 0.0037
H -4.80 -2.26 2.68 -0.0002
H 1.84 -4.69 0.59 -0.0001
H 2.37 -3.90 2.12 -0.0001
H 1.21 0.87 -4.71 0.0000
```

---

Below is C29H48BCuIN3P2 as an isolated structure at a distorted geometry, with properties calculated with the ωB97M-V functional and the def2-TZVPD basis.

Its gap between HOMO and LUMO (alpha / beta) is 6.954 / 6.748 eV. As for the charge: +1. Its spin multiplicity is 2.

```
85
Properties=species:S:1:pos:R:3:mulliken_spin:R:1
I 3.40 0.96 -1.52 0.0095
Cu 0.54 -0.09 -0.02 0.2806
P 0.16 1.87 1.39 -0.0586
P -0.19 -1.84 -1.57 -0.0016
N 2.54 -0.68 0.67 0.0070
N -2.14 0.46 1.31 -0.0325
N -2.28 -1.36 0.03 -0.0361
C 4.88 -1.50 1.73 -0.0001
C 0.67 0.87 3.83 0.0058
C 3.65 -0.20 0.18 0.0006
C 2.60 2.13 2.88 0.0158
C -0.74 4.67 1.03 0.0079
C -3.55 -0.91 0.16 0.0062
C 0.18 3.52 0.44 0.0516
C 1.23 -3.78 -0.16 0.0240
C -4.78 -1.22 -0.46 0.0013
C 2.57 -1.54 1.71 0.0124
C 0.91 -3.29 -1.64 0.0479
C 0.45 -0.88 -4.00 0.0120
C -1.75 -0.27 -3.04 0.0127
C 3.77 -1.98 2.30 0.0029
C -5.85 -0.43 -0.17 -0.0010
C -5.79 0.66 0.70 -0.0010
C 1.08 2.11 3.02 0.0553
C -1.64 1.67 1.87 0.0129
C -1.39 -2.39 -4.28 0.0022
C -3.45 0.24 0.97 0.0051
C -1.84 -2.44 -0.82 0.0216
C 1.63 4.10 0.35 0.0153
C -0.49 3.24 -0.92 0.0055
C -0.81 -1.40 -3.27 0.0498
C 0.39 -4.56 -2.42 0.0078
C 0.78 3.37 3.85 0.0086
C -4.53 1.03 1.32 0.0023
C 2.33 -3.04 -2.20 0.0138
C 4.85 -0.58 0.66 -0.0033
B -1.29 -0.48 0.61 0.4270
H -4.77 -2.03 -1.16 0.0002
H 1.68 5.04 -0.26 0.0006
H 1.39 0.70 4.66 0.0003
H 1.28 3.31 4.82 -0.0012
H 1.93 4.44 1.33 0.0010
H -6.73 1.09 0.84 -0.0003
H 2.95 2.19 3.88 0.0004
H 3.05 2.98 2.29 -0.0019
H 2.78 -2.06 -1.94 -0.0052
H 2.28 -3.79 0.16 0.0009
H 0.67 -0.03 3.27 0.0130
H -4.43 1.92 1.89 0.0005
H -1.98 0.29 -3.95 0.0007
H 2.37 3.48 -0.01 -0.0049
H -1.67 1.80 2.93 0.0000
H 1.22 -1.56 -4.35 0.0029
H 2.29 -3.08 -3.23 -0.0007
H -2.77 -0.60 -2.76 0.0002
H 0.89 -5.47 -2.21 -0.0004
H -1.77 4.45 1.10 -0.0002
H 5.73 -0.05 0.31 0.0006
H -0.44 5.03 2.03 0.0009
H -1.77 -3.44 -0.33 0.0007
H 0.96 -0.13 -3.33 -0.0064
H -0.73 5.45 0.31 -0.0007
H 3.76 -2.65 3.08 0.0001
H -2.24 2.53 1.44 -0.0078
H -0.32 1.00 4.25 0.0012
H 5.80 -1.70 2.26 -0.0001
H -6.72 -0.55 -0.79 0.0000
H -1.38 0.50 -2.30 0.0005
H 0.82 -4.80 -0.02 0.0010
H -2.66 -2.52 -1.54 -0.0032
H 0.05 -0.30 -4.85 0.0007
H -1.45 -1.86 -5.20 0.0009
H 2.94 -3.79 -1.81 0.0001
H 0.16 2.60 -1.55 0.0104
H 2.97 1.23 2.42 -0.0039
H -0.71 -3.24 -4.40 0.0022
H -0.69 -4.64 -2.23 -0.0014
H -0.73 4.18 -1.52 0.0000
H 0.69 -3.23 0.61 0.0003
H 1.12 4.29 3.30 0.0018
H -2.27 -2.85 -3.89 -0.0008
H -1.51 2.79 -0.64 -0.0001
H 1.57 -1.90 2.02 0.0062
H -0.24 3.47 4.13 -0.0004
H 0.53 -4.52 -3.55 0.0006
```

---

Below is one molecule with the formula C4H5NO at a distorted geometry, with properties calculated with the ωB97M-V functional and the def2-TZVPD basis.

Its gap between HOMO and LUMO is 11.616 eV. As for the charge: 0. The SMILES is N#CC[C@H]1CO1. Its spin multiplicity is 1. For the relative energy (zero: lowest compared OMol25 entry of this formula, charge and spin), the calculation gives 49.5 kcal/mol.

```
11
Properties=species:S:1:pos:R:3:lowdin_charge:R:1
O 1.30 1.19 0.50 -0.0644
N -2.35 -1.59 -0.97 0.1375
C 1.08 0.69 -0.80 -0.1368
C -0.77 -0.27 0.68 -0.1142
C 0.72 -0.14 0.34 -0.2481
C -1.63 -1.03 -0.26 -0.2096
H 1.91 0.44 -1.45 0.1168
H 0.27 1.26 -1.25 0.1204
H -1.14 0.76 0.68 0.1319
H -0.94 -0.68 1.68 0.1219
H 1.54 -0.62 0.84 0.1445
```

---

Below is C36H44N2SiV as an isolated structure at a distorted geometry, with properties calculated with the ωB97M-V functional and the def2-TZVPD basis.

Its gap between HOMO and LUMO (alpha / beta) is 5.101 / 5.177 eV. As for the charge: +2. Its spin multiplicity is 2.

```
84
Properties=species:S:1:pos:R:3:mulliken_spin:R:1
V -0.05 0.06 -0.21 0.9620
Si -1.73 4.11 -1.65 -0.0019
N 1.66 0.92 1.12 0.0127
N 0.70 -1.42 1.22 -0.0022
C -0.47 2.59 -0.12 0.1141
C -2.98 6.54 -0.40 -0.0002
C 2.73 0.75 3.31 0.0045
C 2.56 1.86 0.81 0.0263
C 4.42 2.36 5.18 -0.0009
C 2.53 -4.51 4.74 0.0010
C 1.13 -3.60 2.08 0.0031
C -3.01 5.21 -0.87 0.0011
C -2.90 5.07 -4.13 -0.0001
C -1.89 4.30 -3.51 0.0045
C 0.28 -5.43 4.19 0.0003
C -4.12 7.10 0.19 0.0002
C 5.70 0.53 4.00 -0.0005
C 1.05 -4.15 4.53 0.0022
C -0.29 -1.63 -1.47 -0.0445
C -5.32 6.37 0.28 0.0003
C -0.40 -0.41 -2.21 0.0565
C -2.53 3.90 -6.22 -0.0004
C 0.98 -1.76 3.59 0.0049
C 3.75 1.60 2.89 -0.0036
C 1.74 0.35 2.38 0.0127
C 0.98 -2.72 1.01 0.0175
C -2.05 -0.43 -0.55 -0.0422
C 4.94 1.87 3.81 -0.0024
C 0.48 -3.58 5.83 0.0004
C -1.45 3.22 -5.65 0.0002
C 0.99 -3.15 3.40 -0.0037
C 3.68 2.16 1.61 0.0001
C -5.36 5.07 -0.21 -0.0002
C 1.05 -0.92 2.46 0.0091
C -1.32 -1.65 -0.47 0.0263
C -3.25 4.84 -5.46 0.0009
C -1.10 3.46 -4.32 0.0015
C -1.52 0.29 -1.66 -0.1254
C -4.23 4.50 -0.79 -0.0005
C 5.92 2.92 3.28 0.0003
H -0.72 -5.19 3.84 0.0001
H -4.31 3.48 -1.19 0.0011
H 2.66 -5.14 5.62 0.0000
H -4.12 8.13 0.55 0.0000
H 5.29 2.52 5.85 0.0001
H -6.28 4.47 -0.16 0.0000
H 3.91 3.33 5.04 0.0000
H 6.58 0.70 4.66 0.0000
H 5.43 3.89 3.14 0.0000
H 2.42 2.42 -0.12 -0.0073
H 6.71 3.06 4.02 -0.0001
H -0.55 -3.23 5.68 0.0001
H -1.97 1.17 -2.12 0.0009
H -6.23 6.82 0.69 0.0000
H 4.49 2.78 1.21 -0.0003
H 2.91 -5.05 3.86 0.0000
H -2.08 7.15 -0.48 -0.0001
H 0.15 3.22 0.53 -0.0001
H 6.40 2.62 2.34 0.0000
H -0.01 2.24 -1.08 -0.0276
H 1.07 -2.75 6.23 0.0000
H 3.13 -3.60 4.86 -0.0001
H 0.94 -1.30 4.58 -0.0010
H 1.26 -4.65 1.85 0.0001
H -2.22 2.74 -1.54 0.0157
H 2.68 0.35 4.33 -0.0006
H 6.06 0.17 3.02 0.0001
H 0.79 -6.03 3.43 0.0000
H -1.38 2.15 0.32 -0.0124
H -2.93 -0.17 0.04 0.0031
H -0.37 4.42 -1.11 0.0082
H 0.19 -0.12 -3.08 0.0014
H -0.20 2.99 -3.90 -0.0011
H 0.47 -4.37 6.58 -0.0001
H 1.14 -3.07 -0.01 -0.0018
H 5.06 -0.23 4.45 0.0001
H -4.07 5.39 -5.92 0.0000
H -0.88 2.51 -6.25 -0.0001
H -2.80 3.72 -7.27 0.0000
H -1.60 -2.49 0.15 -0.0037
H 0.20 -6.05 5.09 -0.0001
H -3.42 5.86 -3.58 0.0001
H 3.73 1.65 5.65 0.0001
H 0.36 -2.46 -1.72 -0.0087
```

---

Below is C34H33FN5O3PPb as an isolated structure, with properties calculated with the ωB97M-V functional and the def2-TZVPD basis.

Its gap between HOMO and LUMO is 7.287 eV. As for the charge: +4. Its spin multiplicity is 1. For the relative energy (zero: lowest compared OMol25 entry of this formula, charge and spin), the calculation gives 0.0 kcal/mol.

```
78
Properties=species:S:1:pos:R:3:lowdin_charge:R:1
Pb -1.77 0.80 3.61 1.6551
P 1.17 0.33 1.95 0.9371
F -7.76 -0.40 0.65 0.1112
O -0.30 -0.39 1.86 -0.2837
O 0.35 -2.50 1.31 0.1962
O -3.00 -0.01 1.93 -0.2532
N -10.73 -3.65 -1.49 0.0882
N 0.97 1.80 1.24 0.0064
N -0.95 2.66 2.34 -0.0508
N -3.34 -3.57 -0.11 0.0508
N -8.12 -2.83 -0.62 -0.0495
C 3.51 -1.02 1.84 -0.0353
C -9.33 -2.51 0.17 -0.0994
C -9.50 -3.88 -2.35 -0.0462
C -3.46 -4.88 -0.75 -0.2363
C 1.71 0.62 6.45 0.0042
C -6.87 -2.44 -0.16 -0.1130
C -4.48 -2.77 0.08 -0.0865
C -2.17 -3.17 0.35 0.0785
C 4.56 -1.61 1.17 -0.0153
C -3.06 -1.11 1.27 -0.2616
C -5.73 -3.21 -0.36 0.0848
C -1.96 -1.96 1.01 -0.0167
C 1.02 -0.62 4.52 -0.1242
C 2.04 1.72 5.65 -0.0107
C -5.49 -0.77 0.97 0.1006
C -1.77 3.71 2.60 -0.1328
C -0.56 -1.74 1.37 -0.3704
C -0.56 5.13 1.16 0.0237
C 1.20 -0.55 5.89 -0.0275
C 0.30 4.08 0.89 0.0356
C 4.57 -1.65 -0.22 0.0023
C -4.34 -1.55 0.77 -0.0541
C 2.45 -0.51 -0.30 -0.0682
C -10.39 -3.58 -0.03 -0.0746
C 1.86 1.65 4.28 -0.0487
C 1.33 0.49 3.71 -0.3802
C 0.07 2.86 1.51 -0.3117
C 2.46 -0.47 1.10 -0.3094
C -8.24 -3.97 -1.51 -0.1374
C -6.70 -1.20 0.51 -0.1738
C -1.62 4.95 2.04 -0.0014
C -3.71 -4.95 -2.23 -0.0686
C 3.52 -1.10 -0.95 -0.0251
C -2.38 -5.35 -1.66 -0.0588
H 5.40 -2.10 -0.74 0.1343
H 3.51 -0.98 2.92 0.1185
H -2.58 3.53 3.30 0.1037
H -5.79 -4.17 -0.84 0.1060
H -2.30 5.75 2.28 0.1369
H -3.94 -5.60 -0.09 0.1671
H 1.63 -0.09 -0.87 0.1206
H 1.86 0.68 7.52 0.1371
H 1.14 4.21 0.23 0.1386
H -11.43 -4.39 -1.65 0.1940
H 3.54 -1.13 -2.03 0.1287
H 5.39 -2.03 1.73 0.1321
H -10.07 -4.57 0.29 0.1459
H 1.66 2.01 0.53 0.1368
H -11.19 -2.78 -1.76 0.1898
H -4.38 -5.72 -2.58 0.1197
H 0.98 -1.40 6.51 0.1331
H -7.41 -3.95 -2.23 0.1385
H -3.74 -4.02 -2.77 0.1232
H 0.67 -1.55 4.07 0.1212
H -1.55 -4.70 -1.87 0.1154
H 2.13 2.50 3.66 0.1247
H -9.45 -3.06 -3.06 0.1468
H -9.65 -4.81 -2.90 0.1473
H -11.30 -3.32 0.52 0.1542
H -1.34 -3.85 0.19 0.1621
H -5.43 0.19 1.46 0.1439
H -9.73 -1.54 -0.11 0.1361
H -0.39 6.10 0.69 0.1432
H -9.10 -2.47 1.24 0.1469
H -8.18 -4.93 -0.99 0.1426
H 2.44 2.61 6.10 0.1347
H -2.12 -6.40 -1.61 0.1270
```

---

Below is C33H32N5NdP2S as an isolated structure at a distorted geometry, with properties calculated with the ωB97M-V functional and the def2-TZVPD basis.

Its gap between HOMO and LUMO (alpha / beta) is 6.779 / 6.856 eV. As for the charge: +2. Its spin multiplicity is 4. For the relative energy (zero: lowest compared OMol25 entry of this formula, charge and spin), the calculation gives 0.0 kcal/mol.

```
74
Properties=species:S:1:pos:R:3:mulliken_spin:R:1
Nd 0.82 -0.91 -0.87 3.0356
S 3.50 -1.17 -0.74 -0.0188
P -1.52 0.25 0.41 0.0027
P 1.23 1.31 1.07 0.0005
N 2.80 -1.66 -3.36 -0.0040
N 1.55 -1.87 -2.96 -0.0069
N -0.46 1.54 0.91 0.0016
N 4.89 -0.89 -2.93 -0.0014
N -1.03 -2.13 -2.22 0.0002
C 1.54 2.46 4.92 0.0001
C 0.79 -2.75 -3.68 -0.0035
C 1.91 3.70 2.45 0.0006
C 1.60 1.82 -1.68 0.0048
C 2.40 2.10 -2.78 0.0011
C -0.83 -4.01 2.19 -0.0008
C 3.35 2.60 -0.22 0.0012
C 2.07 2.08 -0.38 -0.0022
C 1.41 1.73 3.75 -0.0018
C 0.26 -3.16 2.21 0.0007
C -1.44 -3.72 -4.01 -0.0001
C -3.05 0.70 1.30 -0.0010
C -2.06 -3.52 1.78 -0.0013
C 4.13 2.91 -1.32 -0.0009
C 1.86 3.81 4.86 -0.0002
C -4.12 1.27 3.37 -0.0004
C -2.19 -2.20 1.37 0.0026
C -3.24 -2.99 -2.62 -0.0002
C 1.33 -3.53 -4.84 -0.0015
C -2.77 -3.79 -3.67 0.0005
C -0.58 -2.87 -3.29 0.0029
C -4.25 0.85 0.62 0.0002
C -2.34 -2.20 -1.94 -0.0029
C -5.40 1.20 1.33 -0.0003
C -2.98 0.91 2.68 0.0000
C -1.09 -1.33 1.35 -0.0013
C -5.33 1.41 2.70 0.0006
C 1.59 2.35 2.51 -0.0006
C 3.66 2.65 -2.60 -0.0002
C -1.03 2.90 0.86 0.0006
C 3.69 -1.23 -2.47 0.0016
C 2.04 4.43 3.63 0.0000
C 0.15 -1.84 1.77 0.0016
H 0.77 -3.30 -5.75 0.0002
H -2.93 -4.16 1.78 -0.0001
H 1.21 -3.51 2.58 0.0001
H 1.01 -1.19 1.95 -0.0024
H -4.28 -2.99 -2.34 -0.0001
H -2.69 -1.56 -1.15 -0.0004
H 1.25 -4.60 -4.66 0.0001
H -6.34 1.30 0.81 0.0000
H 2.28 5.48 3.59 0.0000
H -3.17 -1.83 1.10 0.0003
H -0.33 3.59 0.37 0.0001
H -2.03 0.79 3.20 -0.0002
H 2.37 -3.28 -5.01 0.0000
H 5.10 3.35 -1.18 0.0000
H -3.44 -4.44 -4.21 0.0001
H -1.24 3.26 1.87 0.0000
H -4.29 0.69 -0.45 0.0002
H 5.64 -0.74 -2.28 0.0000
H 1.40 1.97 5.87 0.0000
H 4.28 2.88 -3.46 -0.0001
H 5.11 -0.98 -3.92 0.0002
H 1.16 0.68 3.79 0.0002
H 1.97 4.38 5.77 0.0000
H -1.07 -4.31 -4.83 0.0001
H 2.06 4.20 1.50 0.0000
H -6.22 1.69 3.24 0.0000
H -0.73 -5.03 2.52 0.0000
H -1.96 2.90 0.29 -0.0004
H 0.57 1.49 -1.85 -0.0075
H 3.74 2.76 0.78 0.0002
H -4.08 1.43 4.44 -0.0001
H 2.03 1.91 -3.78 -0.0001
```

---

Below is a 2-piece molecular cluster, C4H10N2O overall at a distorted geometry, with properties calculated with the ωB97M-V functional and the def2-TZVPD basis.

Its gap between HOMO and LUMO is 9.168 eV. As for the charge: 0. The SMILES is [H]/N=C(/C)C=O.CN. Its spin multiplicity is 1. For the relative energy (zero: lowest compared OMol25 entry of this formula, charge and spin), the calculation gives 58.7 kcal/mol.

```
17
Properties=species:S:1:pos:R:3:lowdin_charge:R:1
O -2.31 0.94 -1.18 0.0706
N 0.67 -1.07 -1.15 -0.0455
N -0.27 0.12 1.63 0.1308
C 1.45 -1.70 -0.11 -0.1891
C 0.03 1.99 0.16 -0.0486
C -1.90 0.34 -0.22 -0.2237
C -0.59 0.69 0.55 -0.4372
H -0.78 -0.74 1.84 0.0601
H -0.33 -1.26 -1.08 0.0549
H 2.50 -1.68 -0.39 0.0724
H -2.45 -0.52 0.22 0.1231
H 1.33 -1.23 0.88 0.0424
H 1.07 2.02 0.48 0.0839
H 1.13 -2.74 -0.01 0.0723
H -0.07 2.16 -0.91 0.0754
H 1.00 -0.13 -1.37 0.0670
H -0.49 2.80 0.67 0.0912
```